[1]
Entry from OMol25: 2 unconnected molecules or ions with the total composition C4H13NO (ωB97M-V/def2-TZVPD).

Values from the calculation:
- Structure (SMILES): CCCCN.O
- HOMO: -9.6 eV
- Orbital gap: 10.17 eV
- Molecular weight: 91.15 g mol⁻¹
- Lowest unoccupied orbital energy: 0.6 eV
- Spin multiplicity: 1

Each line ends with the natural charge from an NBO analysis.
Positions of all 19 atoms, in Å:
C: 0.944 -0.928 -0.648  -0.62
C: 1.339 -0.563 0.762  -0.40
C: 0.283 -0.939 1.820  -0.41
C: -0.992 -0.120 1.804  -0.22
N: -0.743 1.342 1.949  -0.82
H: 1.718 -0.535 -1.335  0.21
H: 0.098 -0.385 -1.040  0.20
H: 0.874 -1.972 -0.904  0.21
H: 2.295 -0.999 1.053  0.21
H: 1.443 0.518 0.839  0.19
H: 0.085 -2.006 1.742  0.20
H: 0.727 -0.778 2.802  0.21
H: -1.648 -0.440 2.606  0.19
H: -1.572 -0.306 0.892  0.16
H: -0.144 1.593 1.165  0.34
H: -1.613 1.782 1.652  0.35
H: -0.272 1.680 -4.883  0.47
H: -1.669 1.127 -5.090  0.47
O: -1.151 1.929 -5.185  -0.93

=====

[2]
Entry from OMol25: 2 unconnected molecules or ions with the total composition C4H13NO (ωB97M-V/def2-TZVPD).

Values from the calculation:
- Structure (SMILES): CCC.NCO
- HOMO: -9.8 eV
- Orbital gap: 10.75 eV
- Molecular weight: 91.15 g mol⁻¹
- Lowest unoccupied orbital energy: 0.9 eV
- Spin multiplicity: 1

Each line ends with the natural charge from an NBO analysis.
Positions of all 19 atoms, in Å:
C: -2.211 -0.317 -0.765  -0.60
C: -1.312 -0.367 0.460  -0.39
C: -1.087 1.040 0.997  -0.60
H: -1.745 0.245 -1.571  0.20
H: -2.475 -1.312 -1.128  0.21
H: -3.137 0.197 -0.501  0.20
H: -1.792 -0.984 1.216  0.20
H: -0.362 -0.816 0.165  0.18
H: -0.418 1.116 1.847  0.22
H: -2.059 1.427 1.325  0.19
H: -0.759 1.735 0.223  0.20
N: 2.529 -1.137 -0.594  -0.84
C: 2.187 0.279 -0.430  0.11
O: 2.041 0.650 0.914  -0.72
H: 1.777 -1.688 -0.185  0.34
H: 2.372 -1.308 -1.584  0.36
H: 1.252 0.508 -0.958  0.13
H: 2.987 0.845 -0.905  0.15
H: 2.210 -0.113 1.473  0.47

=====

[3]
Entry from OMol25: 3 unconnected molecules or ions with the total composition C4H13NO2 (ωB97M-V/def2-TZVPD).

Values from the calculation:
- HOMO (spin up / spin down): 1.2 / -5.6 eV
- Orbital gap (spin up / spin down): 2.20 / 9.00 eV
- Molecular weight: 107.15 g mol⁻¹
- Lowest unoccupied orbital energy (spin up / spin down): 3.4 / 3.4 eV
- Total charge: -1
- Spin multiplicity: 2

Each line ends with the natural charge from an NBO analysis.
Positions of all 20 atoms, in Å:
N: 2.299 0.357 0.527  -0.66
C: 1.128 -0.259 1.127  -0.24
C: 0.232 -0.655 -0.072  -0.49
C: 0.543 0.474 -1.077  -0.44
C: 2.073 0.528 -0.877  -0.23
H: 2.796 1.107 0.966  0.37
H: 0.570 0.316 1.875  0.16
H: 1.351 -1.197 1.622  0.17
H: -0.738 -0.882 0.351  0.23
H: 0.654 -1.524 -0.569  0.18
H: -0.042 1.336 -0.750  0.20
H: 0.287 0.282 -2.120  0.22
H: 2.374 1.507 -1.287  0.18
H: 2.492 -0.190 -1.596  0.16
H: -1.562 0.418 3.217  0.45
H: -2.618 -0.671 2.901  0.43
O: -2.395 0.254 2.768  -1.01
H: -3.471 -0.286 -2.627  0.37
H: -2.371 -1.252 -3.059  0.35
O: -2.588 -0.525 -2.458  -1.40

=====

[4]
Entry from OMol25: 3 unconnected molecules or ions with the total composition C4H13NO2 (ωB97M-V/def2-TZVPD).

Values from the calculation:
- HOMO (spin up / spin down): 1.0 / -6.2 eV
- Orbital gap (spin up / spin down): 2.74 / 9.80 eV
- Molecular weight: 107.15 g mol⁻¹
- Lowest unoccupied orbital energy (spin up / spin down): 3.7 / 3.6 eV
- Total charge: -1
- Spin multiplicity: 2

Each line ends with the natural charge from an NBO analysis.
Positions of all 20 atoms, in Å:
C: 1.500 -0.484 0.323  -0.47
C: 0.022 -0.228 0.218  -0.58
C: -0.667 -0.840 -0.970  -0.17
C: -1.974 -0.862 -1.184  -0.45
N: 1.845 -1.491 1.347  -0.85
H: 2.087 0.399 0.571  0.16
H: 1.905 -0.810 -0.633  0.17
H: -0.173 0.860 0.083  0.19
H: -0.569 -0.409 1.119  0.20
H: -0.020 -1.294 -1.716  0.19
H: -2.691 -0.370 -0.542  0.19
H: -2.420 -1.280 -2.082  0.19
H: 1.120 -2.199 1.408  0.34
H: 2.686 -2.005 1.099  0.34
H: 2.314 2.676 -1.711  0.38
H: 1.375 1.810 -0.668  0.44
O: 1.420 2.435 -1.409  -1.20
H: -2.852 1.928 1.113  0.45
H: -2.026 0.861 1.783  0.47
O: -2.882 1.302 1.852  -0.98

=====

Q: molecular weight of number 2 (C4H13NO)?
A: 91.15 g mol⁻¹